Record 1
# C21H43BrF9N8O4P2S

A 3-piece molecular cluster, C21H43BrF9N8O4P2S overall (ωB97M-V with the def2-TZVPD basis set, OMol25).

Last column: Löwdin charge in e.
Positions of all 89 atoms, in Å:
C 3.5446 -1.4486 -0.0494  -0.030
C 2.0677 -1.1244 0.3793  -0.306
F 2.1773 -0.3904 1.6069  -0.059
C 1.2902 -0.2717 -0.7207  -0.063
C 0.6466 0.9269 0.0345  -0.160
C -0.4475 0.8536 0.9627  -0.105
S -1.3181 -0.6640 1.4439  0.812
O -1.1318 -1.6371 0.3792  -0.241
O -0.7310 -1.2017 2.6583  -0.229
C -3.1389 -0.4421 1.7346  -0.408
F -3.6313 -1.7037 1.9464  0.134
F -3.4413 0.2614 2.8659  0.118
C -3.9579 0.1544 0.5099  -0.484
F -4.3502 -0.8763 -0.2768  0.168
F -3.2602 1.0291 -0.2595  0.149
F -5.1015 0.7031 1.0166  0.157
N -0.5835 2.2163 1.3654  0.100
C -1.5314 2.7301 2.3469  -0.514
F -2.7962 2.7830 1.9061  0.179
F -1.3795 2.0742 3.5109  0.205
F -1.1570 4.0350 2.5939  0.144
C 0.2965 2.9994 0.7151  -0.008
N 1.0929 2.2541 -0.1193  -0.397
Br 2.4868 2.8425 -1.1893  0.970
H 3.6036 -1.9896 -1.0225  0.096
H 3.9766 -2.0588 0.7859  0.084
H 4.1031 -0.4721 -0.0449  0.089
H 1.4884 -2.0483 0.6469  0.149
H 2.0103 0.0822 -1.5094  0.092
H 0.5262 -0.8844 -1.2648  0.133
H 0.4709 4.0939 0.7979  0.186
O -4.0286 6.0307 -1.6387  -0.322
P -5.3947 6.4051 -1.0664  0.735
N -5.6351 4.9021 -0.2743  -0.346
C -6.5432 3.8411 -0.6497  -0.120
C -4.7032 4.5480 0.7814  -0.147
N -6.1914 6.4602 -2.5904  -0.320
C -7.4107 5.7554 -2.9486  -0.140
C -5.3556 6.5903 -3.7820  -0.142
N -6.9025 7.0087 -0.3650  -0.270
C -6.9899 8.4796 -0.5762  -0.133
C -7.1741 6.7928 1.0635  -0.125
H -7.5684 4.2016 -0.7558  0.067
H -6.6047 3.0633 0.1150  0.073
H -6.2338 3.3567 -1.5831  0.081
H -4.9205 5.1243 1.6922  0.073
H -3.6679 4.7595 0.4960  0.058
H -4.7467 3.4938 1.0516  0.050
H -7.2153 4.7097 -3.2092  0.075
H -7.8816 6.2246 -3.8183  0.081
H -8.1683 5.7943 -2.1678  0.069
H -4.8919 5.6335 -4.0508  0.083
H -4.5708 7.3299 -3.6312  0.070
H -5.9394 6.9370 -4.6386  0.080
H -6.2014 9.0010 -0.0234  0.080
H -7.9576 8.8662 -0.2524  0.083
H -6.8825 8.7365 -1.6297  0.075
H -6.3648 7.1665 1.6974  0.085
H -7.3490 5.7434 1.2962  0.076
H -8.0977 7.3014 1.3527  0.088
O 5.0552 -4.6785 0.2035  -0.325
P 6.3219 -5.5277 0.1065  0.735
N 5.6243 -6.7176 -0.9096  -0.356
C 5.2440 -8.0671 -0.5549  -0.126
C 5.1775 -6.2961 -2.2299  -0.134
N 6.3045 -6.0163 1.7578  -0.318
C 6.3713 -7.3817 2.2511  -0.140
C 5.5066 -5.2198 2.6866  -0.145
N 7.8858 -6.3464 -0.0184  -0.269
C 8.9492 -5.4652 0.5363  -0.137
C 8.3724 -6.7802 -1.3360  -0.125
H 6.0721 -8.6180 -0.1036  0.065
H 4.9668 -8.6586 -1.4300  0.080
H 4.3887 -8.0785 0.1299  0.081
H 6.0384 -6.1549 -2.8982  0.065
H 4.6317 -5.3491 -2.1909  0.061
H 4.5168 -7.0203 -2.7073  0.079
H 5.3973 -7.8796 2.2050  0.076
H 6.6939 -7.3944 3.2973  0.080
H 7.1080 -7.9867 1.7258  0.069
H 4.4387 -5.4544 2.5986  0.084
H 5.6474 -4.1543 2.5098  0.064
H 5.8090 -5.3985 3.7219  0.079
H 9.0631 -4.5608 -0.0709  0.078
H 9.9089 -5.9834 0.5742  0.082
H 8.7163 -5.1547 1.5545  0.073
H 8.3926 -5.9591 -2.0580  0.085
H 7.7798 -7.5964 -1.7461  0.077
H 9.3846 -7.1848 -1.2495  0.087

Atoms 1-2, force components in eV/Å:
-0.7 0.4 1.1
0.8 -0.8 -0.3

Calculated values
LUMO level (eV): -4.81
HOMO level (eV): -9.37
Energy (Eh): -6118.16145
Total charge: +1
Kohn-Sham gap (Ha): 0.168

---

Record 2
# C4H11BeClNO3Tl

C4H11BeClNO3Tl as an isolated structure (ωB97M-V with the def2-TZVPD basis set, OMol25).

Last column: Löwdin charge in e.
Positions of all 22 atoms, in Å:
Tl -1.4016 -2.7192 0.3202  0.239
Cl -3.2724 -1.2033 0.3299  -0.279
C -0.0345 -2.8172 1.9717  -0.353
C -0.5051 -2.8611 -1.6473  -0.346
H 0.6726 -3.6256 1.7467  -0.047
H 0.4826 -1.8458 2.0134  -0.037
H -0.5993 -3.0151 2.8929  -0.050
H 0.2856 -3.6205 -1.5824  -0.049
H -0.0861 -1.8658 -1.8722  -0.036
H -1.2966 -3.1399 -2.3589  -0.049
Be 0.5239 2.0935 -0.0834  -0.195
C -0.2214 2.0441 -1.5664  -0.184
C 1.7831 1.1359 0.1119  -0.046
H 0.3981 1.5070 -2.2990  -0.021
H -1.2034 1.5508 -1.5255  -0.012
H -0.4003 3.0542 -1.9601  -0.026
H 2.0184 0.4693 -0.7315  -0.046
H 2.4088 1.0049 0.9993  -0.055
O 0.9295 3.7131 0.3667  -0.027
N 0.1054 3.5243 1.3774  -0.420
O -0.1609 4.3134 2.2326  0.056
O -0.4263 2.3029 1.2639  -0.016

Atoms 1-2, force components in eV/Å:
-0.2 -1.7 -0.1
-1.1 1.0 0.1

Calculated values
LUMO level (alpha / beta) (eV): 5.43 / 5.37
HOMO level (alpha / beta) (eV): 1.39 / -1.20
Energy (Eh): -1086.69932
Total charge: -2
ΔE to the lowest compared entry with this formula, charge and spin (kJ/mol): 0.0
Kohn-Sham gap (alpha / beta) (Ha): 0.148 / 0.241